# 1
C36H34ClN2O5P2PbS | ωB97M-V/def2-TZVPD

Last column: Löwdin charge in e.
Cartesian coordinates (Å):
Pb: -0.02096 -0.45912 4.03906  1.232
Cl: 0.34592 2.55549 5.82907  0.488
S: 2.40212 -1.17553 -4.47149  0.814
P: 1.44098 0.27627 0.15599  0.945
P: -1.34611 -0.71713 0.24712  1.084
O: 0.81206 1.10321 1.40716  -0.193
O: -3.67324 0.81356 5.86713  0.086
O: -0.01737 2.84740 0.30001  0.131
O: -1.78416 -0.30075 5.41597  -0.235
O: -3.34115 5.03257 3.20074  0.122
N: -1.30767 1.44014 3.32582  0.010
N: 0.15592 -0.37604 -0.64374  -0.335
C: -2.26680 1.70842 4.21272  -0.211
C: -2.62357 0.65730 5.27910  -0.624
C: 2.38766 -2.16155 1.21525  -0.078
C: -4.43173 2.20718 -1.51028  -0.069
C: -1.82178 -2.32427 -0.47960  -0.384
C: 3.66353 0.55443 -1.36953  -0.081
C: -0.09417 2.15878 1.26839  -0.406
C: -1.42884 -3.45897 0.23105  -0.116
C: 2.80684 2.82131 -2.72200  -0.043
C: 1.34221 -0.85257 -5.90690  -0.396
C: -2.72364 3.85333 3.26692  -0.265
C: -2.46533 -4.86606 -1.41237  -0.063
C: 3.22121 -2.87707 2.06101  -0.052
C: 1.13900 -2.10958 -2.16605  -0.248
C: 4.00408 2.20873 -3.07000  -0.047
C: 4.43370 1.07945 -2.39170  -0.068
C: -3.11116 2.33424 -1.91207  -0.065
C: -1.07322 2.36426 2.36673  -0.173
C: -4.79837 1.17786 -0.65290  -0.067
C: 1.30570 1.25475 5.05258  -0.765
C: -1.74214 -4.72537 -0.23645  -0.070
C: 0.33170 -0.82113 -2.04462  -0.251
C: -1.74943 3.56430 2.30896  0.107
C: 4.17108 -2.21607 2.82720  -0.044
C: 4.30072 -0.83450 2.74777  -0.046
C: -2.99961 2.88163 4.21042  0.089
C: 2.45687 1.16828 -1.02098  -0.263
C: -3.84078 0.29622 -0.18273  -0.104
C: -2.50808 0.42025 -0.58498  -0.387
C: -2.88925 -3.74076 -2.10660  -0.060
C: 2.02183 2.30339 -1.70693  -0.057
C: 1.41984 -2.46861 -3.62455  -0.452
C: -2.57353 -2.47285 -1.64371  -0.091
C: -2.15042 1.44281 -1.45559  -0.098
C: 3.48479 -0.11615 1.89286  -0.083
C: 2.51906 -0.78005 1.13285  -0.313
H: -3.97749 5.14172 3.91677  0.133
H: 1.64037 -2.67608 0.62315  0.095
H: -0.88825 -3.34184 1.16489  0.093
H: 3.12391 -3.95228 2.12295  0.117
H: 2.47868 3.70718 -3.24823  0.117
H: -1.12404 1.55598 -1.77866  0.087
H: 1.21792 -1.76560 -6.48368  0.039
H: 3.58533 0.96046 1.81444  0.123
H: 4.81324 -2.77971 3.49024  0.117
H: 1.09604 2.78797 -1.43808  0.089
H: -5.17483 2.91075 -1.86069  0.110
H: -5.83076 1.06524 -0.34972  0.111
H: -4.11925 -0.50275 0.49731  0.113
H: 5.36215 0.59773 -2.66460  0.119
H: 0.37800 -0.46475 -5.58354  0.034
H: -3.47757 -3.85165 -3.00802  0.112
H: 1.92254 1.75434 4.30443  -0.034
H: 2.09144 -1.97412 -1.64103  0.092
H: -1.53366 4.27869 1.52741  0.144
H: 1.98424 -3.39715 -3.67991  0.076
H: -3.76595 2.98848 4.96811  0.142
H: -0.66277 -0.96113 -2.46496  0.107
H: 0.48807 -2.58018 -4.17909  0.082
H: -2.70472 -5.85280 -1.78529  0.112
H: 0.83540 -0.04136 -2.61650  0.080
H: 3.99928 -0.32996 -0.84394  0.109
H: -1.43458 -5.60111 0.31920  0.110
H: 5.03302 -0.31638 3.35163  0.119
H: -2.82326 3.13231 -2.58383  0.110
H: 4.59803 2.60741 -3.88116  0.118
H: 1.85652 -0.10745 -6.50881  0.032
H: 1.96347 0.87020 5.83022  -0.023
H: 0.59329 -2.93169 -1.69575  0.105
H: -2.92811 -1.60188 -2.18130  0.109

Results
Charge ... +1
HOMO ... -10.305 eV

***

# 2
C36H34F6N8NaO6PS4 | ωB97M-V/def2-TZVPD

Last column: Löwdin charge in e.
Cartesian coordinates (Å):
S: 3.74423 2.75736 -2.24501  0.611
S: 1.48463 -0.99497 -1.29027  0.274
S: 2.36167 5.03587 -1.99155  0.618
S: 0.40057 -4.10489 -2.32612  0.107
P: 1.66940 -2.96384 -1.30763  -0.015
Na: 0.48538 2.67202 -1.91172  0.323
F: 6.15848 2.83519 -1.20349  0.126
F: 1.71692 7.52223 -2.35073  0.132
F: 2.85382 6.68749 -3.99117  0.136
F: 3.84888 7.21259 -2.14232  0.130
F: 4.92273 1.19466 -0.51468  0.139
F: 4.56613 3.20057 0.21665  0.135
O: 1.23705 4.56630 -2.76563  -0.281
O: 2.48620 2.26736 -1.72802  -0.354
O: 2.15593 5.23827 -0.58431  -0.270
O: -2.93077 -2.91540 2.58145  -0.083
O: 4.36212 2.11348 -3.35626  -0.248
O: -1.49095 3.21406 -1.88846  -0.091
N: 0.05452 2.09270 0.64138  -0.068
N: -0.51807 3.38383 2.62264  -0.083
N: -0.81699 0.96277 2.60455  -0.087
N: -6.49111 1.06620 -0.90800  0.033
N: -6.73549 0.04997 -0.22360  0.028
N: 1.42594 1.90909 2.64859  -0.079
N: 3.73161 4.33332 -2.37482  -0.282
N: -1.74703 0.57701 -2.28414  0.140
C: -2.85072 -4.30945 2.38498  -0.095
C: 4.99114 -5.00207 -2.64329  -0.108
C: -4.66881 -0.08566 1.14726  -0.021
C: 1.73089 -3.56682 0.44116  -0.357
C: -3.88276 -2.24399 1.86660  -0.278
C: 0.55424 0.81930 3.09410  -0.174
C: 1.39612 -4.88060 0.75343  -0.119
C: 2.72881 6.70901 -2.66529  -0.681
C: 1.41280 1.92463 1.17719  -0.174
C: 3.39105 -3.39339 -1.82154  -0.362
C: -4.09919 0.66626 -1.68201  -0.123
C: -2.83925 1.26939 -1.89159  -0.150
C: -3.81201 3.48522 -1.50241  -0.035
C: 2.12704 -2.71250 1.46582  -0.112
C: -5.70485 -0.69149 0.43181  -0.319
C: -5.83504 -2.06832 0.48771  -0.053
C: -4.91951 -2.85575 1.17834  -0.027
C: 1.86101 -4.47548 3.08046  -0.117
C: -2.63901 2.72841 -1.74294  -0.385
C: 4.91665 2.48305 -0.85035  -0.671
C: -0.49088 3.35396 1.15053  -0.155
C: -5.20450 1.48685 -1.27693  -0.289
C: 1.46658 -5.33476 2.06358  -0.110
C: -1.33002 2.25158 3.07075  -0.186
C: -3.09345 -1.38429 -2.43515  -0.041
C: 3.69330 -4.67260 -2.27970  -0.119
C: -4.20533 -0.69607 -2.03473  -0.026
C: -3.77496 -0.85375 1.86348  0.013
C: -0.77358 0.98865 1.13225  -0.162
C: 0.84929 3.17396 3.10713  -0.183
C: 5.70388 -2.77139 -2.11499  -0.096
C: -5.03433 2.86468 -1.29850  -0.062
C: 2.18934 -3.16086 2.77793  -0.100
C: -1.86253 -0.71058 -2.51710  -0.150
C: 6.00070 -4.05138 -2.56130  -0.118
C: 4.40518 -2.44448 -1.74717  -0.104
H: 1.47666 3.99347 2.74911  0.125
H: -5.91755 3.46113 -1.09031  0.099
H: 2.37264 -1.68626 1.21711  0.061
H: -3.74480 -4.82201 2.75683  0.083
H: 4.15578 -1.44139 -1.42232  0.055
H: -0.96011 -1.24706 -2.78695  0.043
H: 1.89998 -4.82425 4.10608  0.088
H: -1.35240 2.24421 4.16551  0.117
H: 5.21260 -5.99983 -3.00494  0.089
H: -4.55452 0.99100 1.11630  0.116
H: 6.48038 -2.01737 -2.06464  0.095
H: -3.72252 4.56426 -1.47811  0.095
H: -5.02635 -3.93103 1.16242  0.095
H: -2.70671 -4.55193 1.32821  0.101
H: 2.89172 -5.39623 -2.36737  0.063
H: 1.06438 -5.53454 -0.04425  0.059
H: 0.11836 4.18295 0.78496  0.120
H: -5.16990 -1.18756 -1.99955  0.104
H: -2.34970 2.38410 2.69819  0.122
H: -6.65372 -2.53391 -0.04839  0.106
H: -2.94880 -0.40542 2.39767  0.098
H: 0.95684 -0.12824 2.73002  0.113
H: 1.19991 -6.36048 2.29241  0.090
H: 2.48692 -2.47938 3.56645  0.094
H: 0.53935 0.80226 4.18854  0.118
H: -1.50750 3.47414 0.77247  0.120
H: -1.98257 -4.64607 2.94565  0.084
H: 2.03204 2.75492 0.83466  0.105
H: 1.82464 0.98801 0.79653  0.087
H: 0.83959 3.18444 4.20163  0.115
H: 7.01292 -4.30482 -2.85517  0.087
H: -1.78949 1.10880 0.74834  0.113
H: -3.14183 -2.43523 -2.69005  0.099
H: -0.36937 0.04684 0.75603  0.099

Results
Charge ... -2
HOMO ... -2.188 eV

***

The calculation returns the following lowest unoccupied orbital energy values, one per record and in order: -3.3; 3.7 eV.
The calculation returns the following relative energy (zero: lowest compared OMol25 entry of this formula, charge and spin) values, one per record and in order: 16.3; 8.9 kcal/mol.
The calculation returns the following E values, one per record and in order: -3611.7731; -4977.5262 Ha.